Computed, not measured: a molecular structure, C32H29F9N3O6PRuS3, with the ωB97M-V functional and the def2-TZVPD basis.

For the orbital gap (spin up / spin down), the calculation gives 7.68 / 7.60 eV. The value obtained for the HOMO energy (spin up / spin down) is -7.797 / -7.728 eV. Its LUMO energy (spin up / spin down) is -0.12 / -0.12 eV. Its charge is 0. As for the spin multiplicity: 1. The calculation puts the molar mass at 950.826 Da.

Each line ends with the Löwdin charge.
Geometry (Å):
Ru (0.7339, 0.3903, 1.0671)  0.9569
O (0.2035, 1.5707, 3.7769)  -0.0435
N (-0.6594, 0.9312, 2.9180)  -0.0917
C (-1.5428, 0.2300, 3.5117)  -0.0979
C (-2.6503, -0.4815, 2.9065)  -0.1778
C (-3.7462, -0.7303, 3.7479)  -0.0238
C (-4.8542, -1.4216, 3.3074)  -0.0685
C (-4.9025, -1.8891, 2.0026)  -0.0582
C (-3.8302, -1.6606, 1.1643)  -0.0866
C (-2.7011, -0.9640, 1.5924)  -0.2744
P (-1.3643, -0.8110, 0.3545)  1.0993
C (-2.4522, -0.1424, -0.9770)  -0.3273
C (-2.7804, -0.7797, -2.1688)  -0.0693
C (-3.6505, -0.1794, -3.0641)  -0.0799
C (-4.2020, 1.0601, -2.7883)  -0.0970
C (-3.8847, 1.7003, -1.5985)  -0.0875
C (-3.0152, 1.1045, -0.7048)  -0.1225
C (-1.1096, -2.5400, -0.1511)  -0.3343
C (-0.4850, -2.7984, -1.3665)  -0.1205
C (-0.2676, -4.0976, -1.7872)  -0.0679
C (-0.6760, -5.1526, -0.9900)  -0.0813
C (-1.2647, -4.9046, 0.2399)  -0.0733
C (-1.4700, -3.6070, 0.6670)  -0.0912
H (0.8764, 2.0167, 3.2197)  0.0408
H (-1.4991, 0.1893, 4.6006)  0.1438
H (-3.7247, -0.3658, 4.7663)  0.1155
H (-5.6775, -1.6067, 3.9804)  0.1054
H (-5.7649, -2.4338, 1.6478)  0.1074
H (-3.8567, -2.0394, 0.1529)  0.1131
H (-2.3850, -1.7586, -2.3962)  0.0961
H (-3.9082, -0.6862, -3.9835)  0.1046
H (-4.8861, 1.5142, -3.4920)  0.1043
H (-4.3108, 2.6671, -1.3740)  0.1017
H (-2.7808, 1.5884, 0.2363)  0.0852
H (-0.1583, -1.9632, -1.9654)  0.0803
H (0.2215, -4.2820, -2.7329)  0.1051
H (-0.5255, -6.1673, -1.3223)  0.1001
H (-1.5635, -5.7296, 0.8703)  0.1035
H (-1.8859, -3.4102, 1.6430)  0.1076
F (1.0934, -0.0937, -4.0973)  0.1627
C (2.0588, -0.6440, -3.3555)  -0.5562
F (3.2171, -0.4359, -3.9946)  0.1658
F (1.8510, -1.9596, -3.3577)  0.1699
C (2.0424, -0.0373, -1.9180)  -0.3566
O (0.8103, 0.1492, -1.4722)  -0.1951
C (2.8608, -0.9616, -0.9679)  -0.5523
F (3.4184, -0.2358, 0.0156)  0.1247
F (3.8527, -1.6195, -1.5774)  0.1752
F (2.0866, -1.8678, -0.3776)  0.1574
C (2.7948, 1.3325, -1.9875)  -0.5463
F (4.1254, 1.2543, -2.0925)  0.1679
F (2.5258, 2.0432, -0.8848)  0.1193
F (2.3621, 2.0710, -3.0171)  0.1650
C (1.9456, -3.3317, 3.0338)  -0.1031
S (1.1979, -1.6764, 3.0565)  0.4303
O (2.2153, -0.7626, 2.4962)  -0.4297
O (0.8266, -1.3911, 4.4153)  -0.3082
O (0.0433, -1.7736, 2.1423)  -0.4819
H (2.2755, -3.5952, 4.0302)  0.0568
H (2.7716, -3.3180, 2.3369)  0.0534
H (1.1825, -4.0136, 2.6856)  0.0509
O (2.1286, 2.1760, 1.9901)  -0.2572
N (3.3614, 2.4335, 1.7506)  -0.1957
C (4.3248, 1.5364, 2.0298)  -0.0033
C (5.6361, 1.7932, 1.7050)  -0.0256
C (5.9848, 2.9962, 1.1071)  -0.0508
C (4.9776, 3.9212, 0.8642)  -0.0345
C (3.6786, 3.6187, 1.1927)  -0.0075
H (3.9681, 0.6108, 2.4593)  0.1185
H (6.3798, 1.0416, 1.9078)  0.1160
H (7.0066, 3.1982, 0.8292)  0.1093
H (5.2022, 4.8740, 0.4147)  0.1132
H (2.8393, 4.2714, 1.0052)  0.1400
S (-0.2960, 2.9224, 0.5240)  0.6927
C (-0.7465, 3.2009, -1.0474)  -1.1227
N (-0.4680, 2.4379, -2.0858)  -0.0343
C (-1.0133, 2.8039, -3.3694)  -0.2071
C (-1.3840, 4.2826, -3.2890)  -0.3934
S (-1.6537, 4.6256, -1.5109)  0.9219
H (-0.0400, 1.5098, -1.9219)  0.0780
H (-1.8980, 2.1890, -3.5776)  0.1045
H (-0.2630, 2.6223, -4.1425)  0.1232
H (-2.3017, 4.5072, -3.8232)  0.0735
H (-0.5811, 4.9342, -3.6349)  0.0748

***

Computed, not measured: a molecular structure, C32H29F9N3O6PRuS3, with the ωB97M-V functional and the def2-TZVPD basis.

For the orbital gap (spin up / spin down), the calculation gives 6.87 / 7.78 eV. The value obtained for the HOMO energy (spin up / spin down) is -6.944 / -7.972 eV. Its LUMO energy (spin up / spin down) is -0.08 / -0.20 eV. Its charge is 0. As for the spin multiplicity: 5. The calculation puts the molar mass at 950.826 Da. The expectation value of S² is 6.0101.

Each line ends with the Löwdin charge.
Geometry (Å):
Ru (0.4023, 0.9520, -0.0605)  1.1406
O (0.5301, 3.1795, 2.1675)  -0.0616
N (0.0763, 1.8500, 2.1182)  -0.0789
C (0.3128, 1.2642, 3.2231)  -0.1024
C (-0.1692, -0.0816, 3.6246)  -0.1815
C (-0.3207, -0.1851, 5.0102)  -0.0347
C (-0.8663, -1.3085, 5.6043)  -0.0644
C (-1.2758, -2.3640, 4.8057)  -0.0623
C (-1.1053, -2.2810, 3.4345)  -0.0953
C (-0.5358, -1.1667, 2.8168)  -0.2802
P (-0.3364, -1.2471, 0.9870)  1.0766
C (-2.0655, -1.7295, 0.5740)  -0.3473
C (-2.4354, -2.8889, -0.0903)  -0.0726
C (-3.7806, -3.1810, -0.3013)  -0.0817
C (-4.7674, -2.3238, 0.1585)  -0.1019
C (-4.4035, -1.1465, 0.8083)  -0.0891
C (-3.0658, -0.8491, 1.0013)  -0.1107
C (0.6667, -2.7373, 0.6946)  -0.3423
C (0.9009, -3.0699, -0.6399)  -0.0996
C (1.6708, -4.1752, -0.9662)  -0.0651
C (2.2268, -4.9558, 0.0383)  -0.0820
C (2.0193, -4.6150, 1.3666)  -0.0807
C (1.2475, -3.5092, 1.6950)  -0.0891
H (0.5616, 3.4654, 1.2334)  0.0378
H (0.8220, 1.8409, 3.9899)  0.1312
H (-0.0108, 0.6483, 5.6279)  0.1142
H (-0.9762, -1.3542, 6.6794)  0.1063
H (-1.7150, -3.2500, 5.2439)  0.1073
H (-1.4177, -3.1150, 2.8168)  0.1147
H (-1.6805, -3.5894, -0.4285)  0.1016
H (-4.0502, -4.0969, -0.8118)  0.1022
H (-5.8121, -2.5674, 0.0125)  0.1002
H (-5.1610, -0.4619, 1.1689)  0.1029
H (-2.7961, 0.0702, 1.5102)  0.0954
H (0.4959, -2.4629, -1.4414)  0.0809
H (1.8468, -4.4117, -2.0070)  0.1094
H (2.8335, -5.8157, -0.2132)  0.1018
H (2.4755, -5.1983, 2.1558)  0.1053
H (1.1300, -3.2396, 2.7352)  0.0967
F (3.0604, 2.4899, 1.2019)  0.1559
C (3.9403, 1.5328, 0.9141)  -0.5434
F (5.0817, 1.8047, 1.5439)  0.1805
F (4.1885, 1.6231, -0.4057)  0.1342
C (3.3567, 0.1270, 1.2690)  -0.3264
O (2.0553, 0.0209, 1.0231)  -0.2664
C (4.1277, -0.9556, 0.4452)  -0.5600
F (3.9342, -2.1700, 0.9635)  0.1735
F (5.4504, -0.7528, 0.4115)  0.1643
F (3.6929, -0.9864, -0.8076)  0.1739
C (3.5845, -0.1161, 2.7982)  -0.5484
F (4.8461, -0.3670, 3.1463)  0.1731
F (2.8478, -1.1331, 3.2382)  0.1682
F (3.1926, 0.9701, 3.4903)  0.1535
C (-0.1184, 1.1608, -4.1391)  -0.1342
S (0.3675, -0.0187, -2.9323)  0.4071
O (0.6969, -1.2423, -3.6095)  -0.2970
O (1.4675, 0.6167, -2.1759)  -0.4135
O (-0.7753, -0.1258, -1.9900)  -0.4727
H (0.7656, 1.4603, -4.6980)  0.0687
H (-0.5572, 2.0161, -3.6262)  0.0585
H (-0.8415, 0.6936, -4.8038)  0.0697
O (0.9173, 3.1752, -0.5739)  -0.2850
N (1.3633, 3.6670, -1.7002)  -0.1733
C (2.5033, 3.1888, -2.2330)  -0.0074
C (2.9606, 3.6950, -3.4322)  -0.0192
C (2.2476, 4.6871, -4.0824)  -0.0588
C (1.0769, 5.1564, -3.5064)  -0.0397
C (0.6466, 4.6291, -2.3092)  -0.0048
H (2.9791, 2.4123, -1.6610)  0.1031
H (3.8774, 3.2941, -3.8399)  0.1218
H (2.5989, 5.0914, -5.0212)  0.1112
H (0.4839, 5.9281, -3.9750)  0.1134
H (-0.2547, 4.9080, -1.7844)  0.1324
S (-2.0454, 2.5329, -0.3172)  0.6146
C (-3.3180, 1.9002, -1.1977)  -1.1334
N (-3.2556, 0.9643, -2.1323)  -0.0413
C (-4.5112, 0.4614, -2.6669)  -0.2100
C (-5.5222, 1.5872, -2.4670)  -0.4222
S (-4.9633, 2.4560, -0.9760)  0.9205
H (-2.3620, 0.4717, -2.2565)  0.0742
H (-4.8110, -0.4414, -2.1301)  0.1075
H (-4.3905, 0.2130, -3.7209)  0.1228
H (-6.5260, 1.1993, -2.3105)  0.0770
H (-5.5308, 2.2820, -3.3052)  0.0758

***

Strongest force on any atom, respectively: 5.3, 0.7 eV Å⁻¹.